a) 17
Properties=species:S:1:pos:R:3 method="wB97M-V/def2-TZVPD" total_charge=+1
C 2.10 -0.23 0.01
C 3.02 0.30 -0.91
C -2.97 0.62 0.81
C -1.73 0.09 0.37
N 0.90 -0.44 -0.26
N -1.37 -1.11 0.25
H 2.56 -0.63 0.89
H 3.59 1.24 -0.51
H 2.41 0.65 -1.70
H 3.69 -0.53 -1.28
H -2.83 1.35 1.58
H -3.51 1.12 0.05
H -3.58 -0.23 1.14
H -0.73 0.74 0.25
H 0.73 0.03 -1.07
H -0.26 -1.16 0.12
H -2.02 -1.81 0.27

b) 17
Properties=species:S:1:pos:R:3 method="wB97M-V/def2-TZVPD" total_charge=+1 smiles="CCC/[NH+]=C/N"
C -2.31 0.10 -0.67
C -1.55 -0.50 0.53
C -0.26 0.21 0.87
N 3.09 -0.05 -0.28
C 1.92 0.54 -0.19
N 0.80 -0.14 -0.15
H -2.22 -0.55 -1.54
H -3.32 0.40 -0.39
H -1.78 0.96 -1.12
H -1.32 -1.56 0.36
H -2.23 -0.40 1.36
H 0.00 -0.02 1.90
H -0.36 1.28 0.65
H 3.99 0.28 -0.61
H 3.04 -1.07 -0.24
H 1.78 1.58 0.08
H 0.73 -1.06 -0.57

So which one is most stable? That would be b), about 128.7 kJ/mol below the next structure.

a) 17
Properties=species:S:1:pos:R:3 method="wB97M-V/def2-TZVPD" total_charge=+1
C -0.07 -2.52 -1.79
C 1.20 0.91 -0.02
C -0.76 1.75 1.29
C -0.52 -0.62 0.67
N 0.00 -1.33 -1.64
N -0.23 0.78 0.23
H 0.17 -2.99 -2.71
H -0.27 -3.23 -1.02
H 1.87 0.79 0.94
H 1.57 0.24 -0.89
H 1.60 1.87 -0.43
H 0.06 1.80 1.98
H -0.96 2.61 0.67
H -1.80 1.26 1.45
H 0.30 -1.14 1.33
H -1.51 -0.99 0.64
H -0.63 0.78 -0.71

b) 17
Properties=species:S:1:pos:R:3 method="wB97M-V/def2-TZVPD" total_charge=+1 smiles="CC/C([NH3+])=C/N"
C -1.78 1.35 0.54
C -0.95 0.87 -0.68
C 0.14 -0.12 -0.32
C 0.86 -0.10 0.82
N 1.87 -1.08 0.94
N 0.44 -1.26 -1.19
H -1.35 0.87 1.42
H -2.80 0.96 0.57
H -1.80 2.42 0.63
H -1.56 0.49 -1.51
H -0.42 1.74 -1.06
H 0.88 0.73 1.52
H 2.81 -0.83 0.62
H 2.05 -1.35 1.90
H -0.34 -1.57 -1.78
H 1.23 -1.10 -1.80
H 0.72 -2.03 -0.58

c) 17
Properties=species:S:1:pos:R:3 method="wB97M-V/def2-TZVPD" total_charge=+1
C 0.33 1.22 0.11
C -1.16 1.04 0.25
C -0.68 -1.41 0.35
C 1.99 -0.50 -0.16
N 1.03 0.10 0.68
N -1.59 -0.29 -0.22
H 0.47 1.43 -0.99
H 0.57 2.12 0.63
H -1.36 1.15 1.31
H -1.67 1.94 -0.33
H -0.37 -2.10 -0.33
H -0.83 -1.82 1.42
H 1.81 -0.41 -1.18
H 3.04 -0.22 -0.06
H 2.11 -1.65 0.08
H -2.67 -0.46 0.05
H -1.61 -0.28 -1.25

So which one is most stable? That would be b), about 372.2 kJ/mol below the next structure.

a) 17
Properties=species:S:1:pos:R:3 method="wB97M-V/def2-TZVPD" total_charge=+1 smiles="C/C=[NH+]/CNC"
C 0.64 1.48 0.22
C 0.23 -0.54 0.88
C 0.47 -1.99 1.18
C -1.40 0.83 -1.26
N 1.28 0.39 0.93
N -0.14 0.53 -0.76
H -0.15 1.88 0.90
H 1.35 2.25 -0.06
H -0.76 -0.08 0.99
H 1.55 -2.28 0.79
H -0.38 -2.68 0.98
H 0.62 -1.93 2.26
H -1.81 -0.16 -1.72
H -2.16 0.90 -0.40
H -1.44 1.77 -1.88
H 2.23 0.24 0.57
H 0.50 0.13 -1.47

b) 17
Properties=species:S:1:pos:R:3 method="wB97M-V/def2-TZVPD" total_charge=+1
C -0.09 -2.44 0.81
C 0.52 -1.16 1.19
C -0.13 0.00 1.59
C 0.47 1.21 1.74
N -0.28 2.33 2.15
N -0.28 0.75 -4.57
H 0.54 -3.25 1.19
H -0.15 -2.53 -0.28
H 1.60 -1.00 1.16
H -1.26 0.93 -4.53
H -1.20 -0.01 1.74
H 1.54 1.42 1.65
H -0.14 3.08 1.49
H 0.04 2.63 3.06
H -0.02 0.63 -5.54
H -1.09 -2.51 1.22
H -0.07 -0.09 -4.06

So which one is most stable? That would be b), about 37.0 kJ/mol below the next structure.

a) 17
Properties=species:S:1:pos:R:3 method="wB97M-V/def2-TZVPD" total_charge=+1 smiles="C=NCCC[NH3+]"
C 1.34 -1.15 -0.13
C 0.71 -0.33 -1.24
C -0.55 0.49 -0.90
C -1.48 1.90 0.75
N -0.54 1.13 0.40
N 0.35 -1.49 1.02
H 2.18 -0.70 0.40
H 1.70 -2.17 -0.33
H 1.41 0.32 -1.75
H 0.43 -1.12 -1.96
H -0.65 1.32 -1.61
H -1.49 -0.08 -1.10
H -2.36 1.85 0.09
H -1.50 2.49 1.66
H -0.62 -1.50 0.71
H 0.60 -2.37 1.45
H 0.43 -0.68 1.65

b) 17
Properties=species:S:1:pos:R:3 method="wB97M-V/def2-TZVPD" total_charge=+1
C 0.12 -0.03 -0.18
C 0.70 -1.56 -1.08
C 0.48 -0.40 1.21
C -0.94 1.94 0.96
N -0.65 1.06 -0.19
N 0.28 -1.61 -2.36
H 0.16 -2.08 -0.42
H 1.77 -1.38 -0.95
H 1.07 -1.22 1.19
H -0.39 -0.54 1.85
H 1.03 0.30 1.97
H 0.05 2.35 1.19
H -1.74 2.78 0.78
H -1.48 1.26 1.59
H -1.19 1.36 -0.98
H 0.87 -1.35 -3.09
H -0.66 -1.67 -2.71

c) 17
Properties=species:S:1:pos:R:3 method="wB97M-V/def2-TZVPD" total_charge=+1
C 0.41 -1.06 0.19
C 0.88 -0.40 -1.07
C 2.29 -0.20 -1.65
C -2.48 0.90 0.73
N -2.07 0.50 1.87
N 0.27 0.39 -0.13
H -0.52 -1.68 -0.01
H 1.18 -1.36 0.94
H 0.21 -0.52 -1.85
H 2.55 -0.92 -2.30
H 2.98 -0.20 -0.78
H 2.46 0.82 -1.85
H -2.20 1.95 0.49
H -3.12 0.23 0.13
H -2.10 -0.46 2.17
H -1.49 1.15 2.46
H 0.75 0.85 0.66

So which one is most stable? That would be a), about 159.1 kJ/mol below the next structure.

a) 15
Properties=species:S:1:pos:R:3 method="wB97M-V/def2-TZVPD" total_charge=-1
C -0.73 1.11 0.36
C -0.43 -0.77 -1.35
C -0.03 0.56 -0.80
N 2.08 -0.57 1.52
N 2.29 -0.65 0.19
O 1.91 -1.72 -0.34
H -1.60 0.35 0.56
H -0.23 1.32 1.38
H -1.35 2.16 0.29
H -1.42 -0.96 -1.08
H 0.14 -1.64 -0.85
H -0.32 -0.82 -2.39
H 0.54 1.15 -1.39
H 1.25 -1.09 1.89
H 1.99 0.50 1.81

b) 15
Properties=species:S:1:pos:R:3 method="wB97M-V/def2-TZVPD" total_charge=-1 smiles=NCCNC[O-]
C 0.13 0.20 0.89
N 0.03 1.03 -0.39
C 1.47 1.03 -1.01
O 2.38 1.44 -0.28
C -0.49 -1.23 0.53
N -1.87 -1.15 -0.18
H 1.12 -0.25 1.18
H -0.41 0.48 1.79
H -0.13 1.99 -0.20
H 1.79 -0.01 -1.33
H 1.14 1.51 -1.98
H 0.12 -1.78 -0.14
H -0.79 -1.83 1.40
H -2.67 -1.16 0.38
H -1.83 -0.26 -0.65

So which one is most stable? That would be b), about 313.5 kJ/mol below the next structure.

a) 14
Properties=species:S:1:pos:R:3 method="wB97M-V/def2-TZVPD" total_charge=0 smiles="O=CNCCSS"
S -0.26 -3.67 -0.26
S -0.88 -2.17 0.80
C -0.77 -0.68 0.04
C 0.59 0.18 0.08
N 0.42 1.51 0.60
C 0.07 2.52 -0.35
O -0.49 3.52 -0.20
H 1.04 -3.89 -0.40
H -1.13 -0.71 -1.00
H -1.61 -0.08 0.48
H 1.26 -0.06 -0.88
H 1.26 -0.34 0.81
H 0.00 1.57 1.56
H 0.51 2.30 -1.28

b) 14
Properties=species:S:1:pos:R:3 method="wB97M-V/def2-TZVPD" total_charge=0 smiles="CCSC(=S)NO"
C 2.03 0.38 0.81
C 1.52 0.15 -0.70
C -1.20 -0.17 -0.40
H 2.79 1.16 0.78
H 1.20 0.71 1.45
H 2.42 -0.61 1.27
H 1.12 1.03 -1.19
H 2.27 -0.15 -1.37
H -2.19 -1.89 0.28
H -3.18 0.50 0.20
N -2.17 -0.96 -0.04
O -3.34 -0.44 0.28
S 0.22 -1.14 -0.77
S -1.48 1.43 -0.61

So which one is most stable? That would be a), about 50.7 kJ/mol below the next structure.